Entry from the Open Molecules 2025 dataset: a single C20H22N4O4S molecule at a distorted geometry (ωB97M-V with the def2-TZVPD basis set).

Geometry as XYZ:
```
51
C20H22N4O4S ωB97M-V with the def2-TZVPD basis set
C -2.2074 -3.1709 0.4542
C 3.3098 -0.2977 0.0463
H -4.0640 1.1462 -1.3260
H -3.3102 -4.0359 -1.2072
O 7.3663 0.5238 -0.3157
H -2.6290 -0.6174 -0.4591
H 1.2821 0.3462 0.2034
H 7.4806 2.3412 -1.3141
C 4.2835 -1.3088 0.0177
O -5.1600 -2.3325 -1.2212
C -4.7316 0.8810 0.7151
C 6.0364 0.3339 -0.2008
C 5.6143 -0.9992 -0.1022
C 1.9057 -0.5421 0.1674
O -0.1784 -5.1577 0.3435
C 5.0787 1.3494 -0.1734
C -4.0127 -2.0372 -0.9639
C 0.1048 -3.9971 0.3165
C -3.4596 1.4283 1.3765
N -0.7729 -2.9427 0.3775
C -4.4852 0.3522 -0.7010
H -2.3462 -4.1647 0.8823
C -0.2458 -1.6734 0.3473
H 5.3678 2.3856 -0.2475
H 7.6267 2.4305 0.4652
N -1.5361 3.6300 -0.7101
H 3.9867 -2.3425 0.0929
H -2.5694 5.4792 -0.6238
H -3.7006 1.7733 2.3879
C -1.7808 2.4818 -0.1411
H 3.0134 1.8273 -0.0335
N -2.8897 2.5185 0.6330
C -2.5308 4.4590 -0.2982
H -2.1485 -2.7944 -1.6787
H -2.6150 -2.4241 1.1411
O -0.9341 -0.6688 0.4053
C 1.2081 -1.6999 0.2394
C 3.7442 1.0320 -0.0508
H -5.1303 0.0768 1.3354
H -5.4308 0.0190 -1.1351
H 6.3658 -1.7721 -0.1241
C 7.8663 1.8379 -0.4227
C -3.3811 3.7897 0.5335
N -3.5938 -0.7822 -0.7198
C -2.8862 -3.0736 -0.9229
H -1.1830 1.5993 -0.2493
H -4.2625 4.1033 1.0544
H -2.7001 0.6466 1.4482
S 1.7685 -3.3647 0.2036
H 8.9467 1.7346 -0.5062
H -5.4805 1.6729 0.6606
```

SMILES	COc1ccc(/C=C2\SC(=O)N(CCC(=O)NCCCn3ccnc3)C2=O)cc1
HOMO level	-0.3124	hartree
net charge	0
E	-46084.004	eV
F_max	1.1	eV/Å

Atom charges from the natural (NBO) analysis, given in e for atoms 1 to 6: C -0.226; C -0.081; H 0.202; H 0.246; O -0.479; H 0.424

Entry from the Open Molecules 2025 dataset: a molecular structure, C20H23BrCsN6OS2 at a distorted geometry (ωB97M-V with the def2-TZVPD basis set).

Geometry as XYZ:
```
54
C20H23BrCsN6OS2 ωB97M-V with the def2-TZVPD basis set
N 1.8661 1.9607 -1.3117
H -0.3767 -5.1182 -2.3921
N -2.2221 -0.8597 -0.2233
O 1.3842 -4.9684 -0.2727
H -5.5860 -1.1634 1.5458
S 0.6018 -0.1952 -2.2707
C 1.2689 2.3411 2.3033
H 0.4962 -6.6039 -2.2575
H -0.5435 -3.5091 -0.3481
C -2.2896 3.4311 1.8520
N 2.2383 2.0151 1.5855
H -1.9580 -4.5520 -0.6214
C 0.0008 2.6952 1.6124
H -3.6526 2.6280 0.4483
N 3.3135 1.5994 2.2470
C -2.2864 -0.9771 1.0926
H 1.2264 2.4273 3.3738
H 1.5276 1.5117 -0.4034
H -3.2460 -0.8403 -1.9664
C 4.3514 1.0357 1.6296
N -0.3433 2.0139 0.5024
C -2.6340 2.6838 0.7616
C 1.3590 1.3328 -2.3790
H -3.0296 4.0183 2.3628
C -0.9200 3.5327 2.2012
H -0.6754 4.0963 3.0899
H 0.0000 -6.3859 0.3675
C -4.6034 -0.9631 -0.2803
H -1.2009 -6.5665 -1.8959
C 2.6070 3.0800 -1.2984
H 2.8146 3.4625 -0.3155
S 4.4388 0.4105 -0.0028
C -4.6179 -1.1177 1.1075
C 0.1162 -5.4958 -0.3372
H -5.5820 -1.0197 -0.7801
C 2.9413 3.7014 -2.5050
H -1.2692 -4.3600 0.9813
H -1.7552 1.5576 -0.9109
C -3.4329 -1.0595 1.8279
H 5.2991 1.2893 3.4199
C -3.3805 -0.8639 -0.9178
H 2.5819 3.7570 -4.5885
H 6.1249 0.2840 2.1960
Br -0.6554 -1.0634 2.0458
C -1.5973 2.1010 0.0317
H 3.6680 4.6194 -2.4871
Cs 1.9224 -2.4652 0.3905
H 1.0664 1.6953 -4.4578
H -3.4587 -1.0367 2.8798
N 5.4394 0.9547 2.4692
C -0.2595 -5.9920 -1.7736
C -1.0067 -4.4362 -0.0568
C 1.5373 2.1440 -3.5949
C 2.3912 3.2334 -3.6757
```

HOMO level	-0.1505	hartree
net charge	-1
E	-124361.989	eV
F_max	3.7	eV/Å

Atom charges from the Löwdin analysis, given in e for atoms 1 to 6: N -0.004; H 0.053; N 0.059; O -0.584; H 0.094; S 0.488

Entry from the Open Molecules 2025 dataset: a single C20H23BrN4O3 molecule (ωB97M-V with the def2-TZVPD basis set).

Geometry as XYZ:
```
51
C20H23BrN4O3 ωB97M-V with the def2-TZVPD basis set
C -3.1107 0.3193 -0.6987
C 4.1694 1.1910 -0.8506
N 0.1653 1.9782 -0.6329
H -3.7212 2.6274 1.6947
H 0.2154 -5.5034 1.0217
C 1.0760 -3.8973 2.1564
C 2.3960 2.8681 -0.7160
O 3.0258 -0.1871 2.9111
H -3.5897 -0.4880 -1.2257
H 4.0027 1.1378 -1.9257
H -5.5342 1.3527 1.3099
H -7.2661 -0.3228 1.8370
C 1.5953 -1.8791 0.9421
H 2.7128 4.9896 -0.8325
N 2.0654 -0.5798 0.8701
N 2.9438 1.6144 -0.1985
H 3.2038 4.2885 0.7028
C -3.1825 2.0693 0.9416
C -1.1689 1.6997 -0.3081
H 0.5726 1.3420 -1.3061
C -5.9627 -0.2422 0.1277
C 0.6255 -3.7964 -0.1924
H -7.9491 -0.9925 0.3456
H 4.4330 0.1969 -0.4909
H 4.2094 4.0550 -0.7400
H -1.3997 3.2188 1.1846
H 1.0644 -4.4398 3.0891
H 4.0436 1.8486 1.6236
C 0.6010 -4.4964 1.0014
N -5.1438 0.7392 0.6076
O -5.6426 -1.0611 -0.7022
Br 1.1779 -1.5823 -1.8828
C 2.7302 0.1652 1.7931
H 0.2649 -4.2488 -1.1037
H 1.9754 -0.0978 -0.0253
C 0.9574 2.9826 -0.1788
C 3.1894 4.1291 -0.3719
C -3.8164 1.0246 0.2722
H 2.3465 2.7608 -1.8072
C 1.1216 -2.5089 -0.2113
H 1.9389 -2.1356 3.0270
H 2.3227 2.2369 1.7036
H 5.0171 1.8592 -0.6548
C 1.5654 -2.6054 2.1322
C -1.8742 2.4067 0.6610
O 0.6108 3.8566 0.5843
H -1.2706 0.1119 -1.7452
H -7.8162 0.7622 0.5507
C 3.0516 1.5591 1.2509
C -1.8040 0.6592 -0.9824
C -7.3405 -0.1940 0.7591
```

SMILES	CC(=O)Nc1ccc(NC(=O)[C@@H](C)N(C)CC(=O)Nc2ccccc2Br)cc1
HOMO level	-0.2936	hartree
net charge	0
E	-103260.683	eV
F_max	0.6	eV/Å

Atom charges from the natural (NBO) analysis, given in e for atoms 1 to 6: C -0.253; C -0.412; N -0.602; H 0.205; H 0.219; C -0.176

Entry from the Open Molecules 2025 dataset: a single C20H23ClN4O3S molecule at a distorted geometry (ωB97M-V with the def2-TZVPD basis set).

Geometry as XYZ:
```
52
C20H23ClN4O3S ωB97M-V with the def2-TZVPD basis set
N -1.3199 0.5046 2.4262
C 3.0754 1.1807 -3.7433
N -4.1994 3.2210 7.8832
H 1.2233 -1.7161 -5.4293
C 1.3101 -1.4684 -3.3170
C 4.2247 0.2414 -4.0821
C -3.8030 2.1631 4.6012
H -0.4452 -1.2568 0.6816
C -1.7846 0.3680 1.1520
H -0.2534 0.6830 4.7922
H 3.1411 -1.5448 -7.0678
Cl -0.9375 1.6676 7.3472
H -1.1866 -1.1136 -5.5279
C 4.5192 -1.8091 -5.4276
H -3.7831 1.5987 2.5418
H -0.3918 0.1474 2.6125
C -3.1076 2.1898 5.8116
C -0.7116 -0.8173 -2.1864
O 3.1398 -3.3296 -3.5008
C -1.9525 1.0762 3.5289
C -0.6710 -1.1248 -4.5786
H 4.7970 0.6446 -4.9201
C 0.6420 -1.1597 -2.1518
H 0.1025 0.3471 0.1361
H 2.5740 0.8426 -2.8415
C -1.3748 -0.8026 -3.4314
C -3.7040 2.7574 6.9599
H -2.3130 -0.1133 -1.1185
H 4.2678 -2.8600 -5.2787
H -3.1802 -0.4883 -4.5307
N -1.4036 -0.5489 -1.0369
H 4.4314 -0.3435 -7.0227
H -4.7973 2.5812 4.5611
H -3.0061 0.5601 -3.1235
C -0.7757 -0.3115 0.2297
N 3.7296 -1.0657 -4.4678
C 0.6746 -1.4616 -4.5387
C -1.2485 1.0972 4.7336
S 3.0343 -1.9273 -3.2076
H -3.4251 -1.1414 -2.9095
C -3.2382 1.6146 3.4701
O 3.5449 -1.4688 -1.9410
H 2.3541 1.2036 -4.5566
C 4.1966 -1.3928 -6.8595
H 4.8887 0.1492 -3.2127
H 5.5920 -1.6807 -5.2305
H 3.4577 2.1853 -3.5778
C -1.8188 1.6482 5.8642
H 1.1992 -1.1971 -1.2307
C -2.8305 -0.4473 -3.5028
H 4.7799 -1.9915 -7.5540
O -2.8639 0.7419 0.7565
```

SMILES	CCN(CC)S(=O)(=O)c1ccc(C)c(NCC(=O)Nc2ccc(C#N)c(Cl)c2)c1
HOMO level	-0.3040	hartree
net charge	0
E	-56574.133	eV
F_max	1.1	eV/Å

Atom charges from the natural (NBO) analysis, given in e for atoms 1 to 6: N -0.616; C -0.618; N -0.285; H 0.227; C -0.296; C -0.222

Entry from the Open Molecules 2025 dataset: 2 unconnected molecules or ions with the total composition C20H23F4N2 at a distorted geometry (ωB97M-V with the def2-TZVPD basis set).

Geometry as XYZ:
```
49
C20H23F4N2 ωB97M-V with the def2-TZVPD basis set
H 3.4256 -3.0395 2.8837
H 0.8792 0.3279 2.6511
H -2.1889 0.6091 0.4263
H -2.9692 0.5544 2.5920
C 2.2783 2.3602 -1.9288
H 3.0021 -2.2481 -0.0985
N -0.3167 -0.1627 0.9717
H 4.2113 -1.7960 1.8754
H 2.1126 -3.6173 0.6358
F 2.5192 3.7152 -1.8664
C -1.8308 0.4612 -1.9564
C 3.3344 -2.0032 2.5033
C -0.5795 -0.0384 -1.4570
H 4.3679 1.8904 -2.2824
C -1.3798 0.8376 1.1213
H 0.1978 2.6218 -1.4587
C 0.1524 -0.4571 2.3409
F -5.3199 -0.7423 -1.9768
C -1.0851 -0.3657 3.2266
C -4.2375 0.1069 -2.0491
H -0.8216 -0.1648 4.2710
C -4.4865 1.4698 -2.2359
H 0.2149 -2.5977 2.1485
F 4.1157 -0.7283 -2.4066
C 0.7040 0.5183 -1.8126
H -1.0231 1.8530 0.8737
H -0.5925 -1.0985 -1.1975
C 1.7808 -0.3585 -2.1444
H -2.8092 -1.4849 -1.7786
H 0.4814 0.2066 0.4641
C -1.8956 0.7545 2.5682
C 3.3574 1.5122 -2.1699
C 2.1114 -2.5191 0.4870
H 1.5890 -1.4247 -2.2800
C 0.9777 1.9110 -1.7311
C 0.8876 -1.7840 2.4803
H 1.2143 -2.2458 -0.0833
H 3.3338 -1.3202 3.3636
C 3.0630 0.1505 -2.2527
N 2.1337 -1.7882 1.7279
F -3.5713 3.6314 -2.6045
H 1.1281 -1.9068 3.5522
C -2.9625 -0.4163 -1.9319
C -3.3665 2.2811 -2.4136
H -5.4947 1.8705 -2.2732
C -2.0615 1.8028 -2.3844
H -1.6326 -1.3170 3.1891
H -1.2413 2.4669 -2.6430
H -1.7075 1.7118 3.0639
```

HOMO level	-0.4018	hartree
net charge	+1
E	-34953.896	eV
F_max	3.4	eV/Å

Atom charges from the natural (NBO) analysis, given in e for atoms 1 to 6: H 0.174; H 0.188; H 0.182; H 0.224; C 0.488; H 0.202